# 1
Formula: C4H12Cl4N5O12V
Source: the OMol25 dataset
Level of theory: the ωB97M-V functional and the def2-TZVPD basis

Geometry as ORCA input:
```
! wB97M-V def2-TZVPD RIJCOSX def2/J DEFGRID3
* xyz 0 3
O 0.947 -1.764 2.948
H -1.449 0.010 -4.040
O -0.767 -0.623 0.815
O 0.403 0.136 -0.541
O 2.358 -2.372 4.557
V 1.420 -0.475 1.276
O 1.649 -2.271 0.005
H -2.935 -0.889 1.770
Cl 2.078 3.845 -3.322
O 4.442 -0.362 -1.627
H 0.219 3.473 -2.130
H -5.253 -2.360 3.332
N 2.122 -3.089 -0.839
O 2.882 -1.487 2.628
H -2.193 -0.132 -2.651
O -1.774 0.319 -0.838
N -2.370 0.046 -3.629
H 0.856 4.625 0.093
C -4.566 -1.549 3.092
C -3.519 -1.779 2.004
Cl -3.808 -1.214 4.662
O 3.214 -0.167 0.004
N -0.747 -0.008 -0.223
O 4.999 1.029 -0.149
H -2.811 -2.557 2.290
C 1.464 4.702 -0.809
H 1.288 5.729 -1.129
N 2.067 -1.979 3.428
C 1.254 3.594 -1.811
H -2.956 -0.745 -3.859
H -2.907 0.866 -3.872
Cl 3.184 4.637 -0.248
Cl -4.258 -2.314 0.514
H -5.167 -0.665 2.881
O 2.602 -2.647 -1.881
O 2.306 -4.291 -0.597
N 4.275 0.171 -0.561
H 1.450 2.555 -1.547
*
```

Values from the calculation:
Lowest unoccupied orbital energy (alpha / beta) = -0.0927 / -0.0737 Ha
Highest occupied orbital energy (alpha / beta) = -0.3040 / -0.3042 Eh
Orbital gap (alpha / beta) = 5.75 / 6.27 eV

List of Löwdin charges in e, atom by atom: -0.05 0.16 -0.02 -0.01 0.14 1.40 -0.15 0.04 0.58 0.07 0.05 0.06 -0.56 -0.02 0.09 0.03 0.35 0.06 -0.67 -0.70 0.55 -0.14 -0.55 0.05 0.07 -0.62 0.07 -0.52 -0.73 0.15 0.16 0.53 0.57 0.06 0.02 0.01 -0.61 0.05

# 2
Formula: C4H12ClIN2P
Source: the OMol25 dataset
Level of theory: the ωB97M-V functional and the def2-TZVPD basis

Geometry as ORCA input:
```
! wB97M-V def2-TZVPD RIJCOSX def2/J DEFGRID3
* xyz 1 1
I -2.742 0.064 -1.545
P -0.908 0.094 0.042
H 1.004 2.840 1.176
C -0.734 -2.532 -0.025
N 0.160 1.350 -0.175
H 0.610 3.145 -1.263
H 0.003 1.739 -2.277
H 1.900 -0.596 -0.124
N -0.023 -1.275 -0.174
H -0.586 -3.200 -0.925
H -0.408 -3.159 0.763
H 1.553 -2.223 -0.795
C -0.110 2.329 -1.232
Cl -2.364 0.254 2.487
C 0.775 1.764 1.059
H 0.178 1.400 1.897
H 1.559 -1.950 0.939
H -1.802 -2.453 0.004
H -1.076 2.819 -1.018
H 1.624 1.093 1.240
C 1.386 -1.505 -0.053
*
```

Values from the calculation:
Lowest unoccupied orbital energy (alpha / beta) = -0.2490 / -0.2490 Ha
Highest occupied orbital energy (alpha / beta) = -0.5117 / -0.5117 Eh
Orbital gap (alpha / beta) = 7.15 / 7.15 eV

List of Löwdin charges in e, atom by atom: 0.72 0.52 0.12 -0.13 -0.42 0.09 0.13 0.07 -0.39 0.13 0.09 0.09 -0.13 -0.09 -0.11 0.03 0.12 0.05 0.08 0.08 -0.04

# 3
Formula: C4H12F6O4PRb
Source: the OMol25 dataset
Level of theory: the ωB97M-V functional and the def2-TZVPD basis

Geometry as ORCA input:
```
! wB97M-V def2-TZVPD RIJCOSX def2/J DEFGRID3
* xyz 0 1
H 0.785 -0.176 1.334
Rb -0.144 0.047 -2.149
F 1.892 2.728 -1.166
H -1.192 -0.675 1.814
F 4.009 2.346 -0.562
O -1.829 -1.261 1.416
O -1.049 0.177 2.233
O -1.800 -1.061 -1.505
O -0.978 1.020 -0.557
F 3.121 1.293 -2.581
C -1.037 -1.966 0.467
F 2.488 1.371 0.529
H 0.786 1.963 0.204
H 0.732 1.097 2.468
H -0.748 2.514 0.831
H -0.916 -2.956 0.908
C -0.198 1.623 0.526
C 0.141 0.632 1.679
F 1.557 0.396 -1.270
H -0.874 -2.806 -1.398
F 3.833 0.140 -0.930
P 2.785 1.440 -1.006
H -2.752 -1.262 1.153
C -1.670 -2.273 -0.879
H -1.811 0.772 -0.148
H 0.040 -1.801 0.485
H -2.645 -2.752 -0.782
H -2.526 -0.570 -1.114
*
```

Values from the calculation:
Lowest unoccupied orbital energy = -0.0383 Ha
Highest occupied orbital energy = -0.3275 Eh
Orbital gap = 7.87 eV

List of Löwdin charges in e, atom by atom: 0.10 1.61 -0.10 -0.32 -0.12 0.11 -0.06 -0.40 -0.41 -0.15 -0.14 -0.12 0.06 0.12 0.13 0.14 -0.16 -0.23 -0.55 0.14 -0.20 0.12 0.17 -0.22 0.07 0.15 0.14 0.09

What max |F| values result from the calculations? In sequence: 6.125; 2.991; 18.545 eV/Å.
What E_tot values result from the calculations? In sequence: -112122.9662; -37226.1572; -38775.5339 eV.